Entry from the OMol25 dataset: a cluster of 12 separate species, C26H57BCl22NO3P in total (ωB97M-V with the def2-TZVPD basis set).

HOMO (eV): -7.06
SMILES: CC(=O)OCCCCCC[PH2](CCC(C)C)B(O)N(C)C.ClCCl.ClCCl.ClCCl.ClCCl.ClCCl.ClCCl.ClCCl.ClCCl.ClCCl.ClCCl.ClCCl
LUMO energy (eV): 0.5
Spin multiplicity: 1

Atoms and positions in Å:
1 C 4.8963 -2.3044 0.1576
2 C 4.1978 -3.6053 -0.1352
3 O 4.1424 -4.5138 0.6620
4 O 3.6389 -3.7185 -1.3746
5 C 2.5775 -2.7516 -1.5706
6 C 2.0681 -2.8464 -3.0058
7 C 0.5548 -3.0573 -3.0773
8 C -0.2752 -1.9518 -2.4042
9 C -0.5396 -0.7280 -3.3117
10 C -0.1334 0.6550 -2.7655
11 P -0.5476 1.0442 -0.9000
12 C -1.0908 1.4641 0.9516
13 C -2.3643 0.7726 1.4333
14 C -2.2315 -0.7519 1.6356
15 C -3.3961 -1.5194 0.9996
16 C -2.0862 -1.1229 3.1182
17 B 1.3229 0.8978 -0.3638
18 O 1.7277 -0.1219 0.4615
19 N 2.3294 1.8639 -0.8192
20 C 3.4051 1.1506 -1.5309
21 C 2.8430 2.6351 0.3421
22 H 5.1332 -1.7673 -0.7600
23 H 5.8269 -2.5361 0.6776
24 H 4.2678 -1.6766 0.7884
25 H 1.7927 -2.9688 -0.8429
26 H 2.9809 -1.7576 -1.3660
27 H 2.5699 -3.7048 -3.4615
28 H 2.3661 -1.9661 -3.5821
29 H 0.2324 -3.1383 -4.1188
30 H 0.3272 -4.0149 -2.5946
31 H -1.2239 -2.4101 -2.1172
32 H 0.2073 -1.6660 -1.4645
33 H -1.5894 -0.7295 -3.6155
34 H 0.0254 -0.8916 -4.2381
35 H 0.9286 0.8204 -2.9827
36 H -0.6659 1.4156 -3.3498
37 H -0.9953 2.3208 -1.2763
38 H -1.5131 -0.0036 -0.9085
39 H -0.2799 1.2944 1.6749
40 H -1.2672 2.5481 0.9538
41 H -2.6897 1.2179 2.3807
42 H -3.1693 0.9931 0.7216
43 H -1.3146 -1.0928 1.1315
44 H -3.6587 -1.0786 0.0319
45 H -3.1502 -2.5628 0.8077
46 H -4.2941 -1.4557 1.6233
47 H -2.3765 -2.1648 3.2849
48 H -1.0462 -1.0352 3.4468
49 H -2.7092 -0.4935 3.7545
50 H 0.9880 -0.6539 0.7783
51 H 4.1092 0.6685 -0.8435
52 H 2.9819 0.3669 -2.1673
53 H 3.9328 1.8389 -2.1938
54 H 3.9131 2.4610 0.4715
55 H 2.7210 3.7060 0.1627
56 H 2.3226 2.3720 1.2658
57 Cl -3.7970 3.3184 -1.3461
58 C -3.2055 4.9448 -1.7016
59 Cl -1.5819 5.2328 -1.0545
60 H -3.1723 5.0735 -2.7760
61 H -3.8849 5.6554 -1.2455
62 Cl -3.4099 7.6950 -4.0182
63 C -1.6631 7.8838 -3.7814
64 Cl -0.7394 6.6180 -4.5892
65 H -1.3674 8.8447 -4.1834
66 H -1.4610 7.8250 -2.7183
67 Cl 5.5894 4.9418 -0.1465
68 C 6.5950 4.7764 1.2983
69 Cl 5.6252 4.5792 2.7622
70 H 7.2186 3.8988 1.1813
71 H 7.1980 5.6699 1.4009
72 Cl -5.8754 2.1600 1.2805
73 C -6.7829 3.6690 1.1321
74 Cl -5.7472 5.0890 1.3501
75 H -7.2183 3.7138 0.1411
76 H -7.5508 3.6884 1.8922
77 Cl 3.3103 -1.3711 3.4502
78 C 4.3908 -2.6708 3.9603
79 Cl 5.6208 -2.1239 5.1091
80 H 3.8001 -3.4466 4.4309
81 H 4.8921 -3.0565 3.0800
82 Cl -8.5065 4.8865 4.1701
83 C -9.4647 6.0842 3.2905
84 Cl -9.5868 5.7168 1.5637
85 H -10.4639 6.0948 3.7074
86 H -8.9880 7.0503 3.3992
87 Cl -7.7698 10.1906 -4.9612
88 C -7.1360 8.6139 -4.4776
89 Cl -7.2999 8.3305 -2.7397
90 H -7.6905 7.8460 -5.0024
91 H -6.0842 8.5771 -4.7334
92 Cl 9.8928 -3.2964 4.2973
93 C 8.7738 -4.5206 4.9147
94 Cl 9.3997 -5.3414 6.3481
95 H 7.8364 -4.0417 5.1672
96 H 8.6212 -5.2643 4.1435
97 Cl -4.4387 -3.9280 -2.7812
98 C -3.5830 -5.1864 -1.8792
99 Cl -2.3447 -4.5093 -0.8121
100 H -4.2966 -5.7270 -1.2747
101 H -3.0976 -5.8467 -2.5872
102 Cl 6.5716 -6.7485 2.0053
103 C 7.7145 -8.0040 2.5012
104 Cl 8.0325 -7.9630 4.2411
105 H 7.2952 -8.9703 2.2501
106 H 8.6496 -7.8402 1.9799
107 Cl -3.3800 -7.7020 1.8121
108 C -2.9784 -8.5858 0.3391
109 Cl -4.2763 -8.4912 -0.8646
110 H -2.0838 -8.1502 -0.0895
111 H -2.8241 -9.6279 0.5889